No. 1
ORCA calculation (ωB97M-V/def2-TZVPD) on 2 unconnected molecules or ions with the total composition C2H2Cl2F3P.

Summary:
total energy = -1638.71217 Eh
structure (SMILES) = FP(Cl)Cl.F/C=C/F
frontier orbital gap = 8.589 eV

Geometry as XYZ:
```
10
Properties=species:S:1:pos:R:3:mulliken_charge:R:1
C 0.59884 -1.38413 0.11018 0.0663
C 0.21106 -1.53779 -1.16870 -0.1374
F 1.80075 -1.94401 0.35694 -0.2323
F -1.77579 1.99068 -0.33313 -0.2416
F -0.89721 -1.01517 -1.89379 -0.2220
P -0.69967 2.93491 0.64349 0.6095
Cl 1.12640 1.52582 0.89079 -0.2573
Cl -1.63528 2.14017 2.39232 -0.1335
H 0.27486 -0.57945 0.66445 0.2646
H 0.99605 -2.13104 -1.66256 0.2839
```

---

No. 2
ORCA calculation (ωB97M-V/def2-TZVPD) on 2 unconnected molecules or ions with the total composition C2H2Cl2N.

Summary:
charge = +1
total energy = -1052.11199 Eh
frontier orbital gap (spin up / spin down) = 7.659 / 7.409 eV

Geometry as XYZ:
```
7
Properties=species:S:1:pos:R:3:mulliken_charge:R:1
C 0.52640 0.95691 0.52600 0.1441
C -0.09255 -1.26948 -0.22362 0.1116
N 0.19105 -0.24825 0.29580 -0.0217
Cl -0.19351 1.92512 1.70663 0.0901
Cl -1.73996 -0.36541 -1.72749 -0.1601
H 1.41400 1.34569 -0.16688 0.3477
H -0.10543 -2.34458 -0.41045 0.4884
```

---

No. 3
ORCA calculation (ωB97M-V/def2-TZVPD) on a single C2H2Cl2N2S molecule.

Summary:
total energy = -1505.22984 Eh
frontier orbital gap (spin up / spin down) = 6.852 / 5.962 eV
spin multiplicity = 3

Geometry as XYZ:
```
9
Properties=species:S:1:pos:R:3:mulliken_charge:R:1
C -0.43512 0.94577 -0.68025 -0.1515
C -0.86920 1.37044 0.46032 0.2349
N 0.35467 -0.76829 1.07965 -0.1006
N -0.51296 -0.22638 1.78573 -0.2311
S 0.59214 -0.39324 -0.84143 -0.0998
Cl -1.84507 2.50124 1.16996 -0.1011
Cl -2.29292 -1.05149 1.97963 -0.1692
H -0.54311 1.68807 -1.49460 0.3152
H 0.61755 -1.74062 1.18781 0.3033
```

---

No. 4
ORCA calculation (ωB97M-V/def2-TZVPD) on 2 unconnected molecules or ions with the total composition C2H2Cl2NOP.

Summary:
total energy = -1469.08723 Eh
frontier orbital gap (spin up / spin down) = 9.157 / 6.000 eV

Geometry as XYZ:
```
9
Properties=species:S:1:pos:R:3:mulliken_charge:R:1
C -1.35971 -0.07109 -0.13013 0.4320
C -0.01886 0.00097 0.11567 -0.7886
N -2.53847 -0.10906 0.01374 -0.2778
O -5.70289 -0.05097 -1.80918 -0.4700
P -5.12008 -0.00127 -0.45260 0.8449
Cl -5.48742 1.70108 0.63014 -0.1955
Cl -5.40073 -1.64450 0.61317 -0.1614
H 0.42333 -0.97883 0.18427 0.2914
H 0.34708 0.95745 0.04569 0.3249
```

---

No. 5
ORCA calculation (ωB97M-V/def2-TZVPD) on 2 unconnected molecules or ions with the total composition C2H2Cl2O2.

Summary:
total energy = -1148.17748 Eh
frontier orbital gap (spin up / spin down) = 9.335 / 9.334 eV

Geometry as XYZ:
```
8
Properties=species:S:1:pos:R:3:mulliken_charge:R:1
C 1.42410 0.72681 -0.46947 0.6335
C -1.10095 -0.19305 0.31606 -0.1774
O 1.30666 1.42171 -1.40321 -0.2948
O -0.11788 0.55099 0.77322 -0.5041
Cl 2.44739 -0.12084 0.45393 0.0648
Cl -0.43148 -1.83232 -0.26631 -0.2736
H -1.78909 -0.76395 1.08979 0.2475
H -1.73874 0.21064 -0.49402 0.3042
```

---

No. 6
ORCA calculation (ωB97M-V/def2-TZVPD) on 2 unconnected molecules or ions with the total composition C2H2Cl2O2S.

Summary:
total energy = -1546.33507 Eh
frontier orbital gap = 10.534 eV

Geometry as XYZ:
```
9
Properties=species:S:1:pos:R:3:mulliken_charge:R:1
C 0.26193 1.88304 -1.19540 -0.1514
C -0.43566 2.08614 -0.24565 -0.0240
O -1.27586 -2.04464 1.05141 -0.4227
O 1.07904 -1.08201 1.02957 -0.4600
S -0.40152 -1.22937 0.32936 0.7444
Cl -1.66149 1.94930 0.83089 -0.1157
Cl 0.12343 -2.15260 -1.52149 -0.2465
H 0.76163 2.17323 -2.09652 0.3187
H 1.54851 -1.58309 1.81784 0.3573
```

---

No. 7
ORCA calculation (ωB97M-V/def2-TZVPD) on a gas-phase ion, C2H2Cl2O4P (charge -1).

Summary:
charge = -1
total energy = -1640.27350 Eh
structure (SMILES) = O=[P@@]1([O-])OCC(Cl)(Cl)O1
frontier orbital gap = 8.577 eV

Geometry as XYZ:
```
11
Properties=species:S:1:pos:R:3:mulliken_charge:R:1
C -0.24303 -0.24976 -0.81472 -0.5328
C -0.86080 -1.46922 -0.20289 0.4580
O -2.28963 0.50203 1.81797 -0.6425
O -3.56098 1.17432 -0.35662 -0.7520
O -0.97529 0.87597 -0.39600 -0.3913
O -2.42923 -1.21444 -0.18133 -0.4199
P -2.49308 0.43056 0.38456 0.9576
Cl -0.64826 -2.95863 -1.11146 -0.1894
Cl -0.27460 -1.66816 1.46039 -0.1479
H 0.71502 -0.20770 -0.49335 0.4153
H -0.45881 -0.53154 -1.93769 0.2449
```

---

No. 8
ORCA calculation (ωB97M-V/def2-TZVPD) on a single C2H2Cl2OS molecule.

Summary:
total energy = -1471.19986 Eh
structure (SMILES) = OC(=S)C(Cl)Cl
frontier orbital gap = 8.846 eV

Geometry as XYZ:
```
8
Properties=species:S:1:pos:R:3:mulliken_charge:R:1
C -0.56613 -0.03825 -0.14162 0.1692
C 0.87313 0.19773 0.17326 0.1437
H -1.97354 -1.13139 0.22753 0.3221
H 1.11552 -0.15613 1.19159 0.2701
O -1.06126 -1.09957 0.55795 -0.3901
S -1.54241 0.83829 -1.08498 -0.2498
Cl 1.09711 1.96955 0.00217 -0.1366
Cl 2.05757 -0.58021 -0.92591 -0.1284
```

---

No. 9
ORCA calculation (ωB97M-V/def2-TZVPD) on a single C2H2Cl2P2 molecule.

Summary:
total energy = -1680.39145 Eh
structure (SMILES) = [H]/P=C(Cl)/C(Cl)=P/[H]
frontier orbital gap (spin up / spin down) = 6.773 / 6.766 eV

Geometry as XYZ:
```
8
Properties=species:S:1:pos:R:3:mulliken_charge:R:1
C 0.42838 -0.48497 0.48740 0.3108
C -0.23558 0.63190 -0.14809 0.0393
P 0.00341 -2.08216 -0.10459 -0.0262
P -1.49298 0.51595 -1.33436 -0.0476
Cl 1.42896 -0.07256 1.83474 -0.1526
Cl 0.18351 2.32393 0.44936 -0.1933
H 1.06907 -2.80196 0.56708 0.0338
H -1.38478 1.96987 -1.75154 0.0357
```

---

No. 10
ORCA calculation (ωB97M-V/def2-TZVPD) on a single C2H2Cl2S molecule.

Summary:
total energy = -1395.86779 Eh
structure (SMILES) = S=CC(Cl)Cl
frontier orbital gap = 7.865 eV

Geometry as XYZ:
```
7
Properties=species:S:1:pos:R:3:mulliken_charge:R:1
C -0.48928 -0.11891 0.60094 0.0117
C 0.84832 -1.01192 -0.01946 -0.2828
H -0.82289 -0.07419 1.74245 0.3326
H 0.80905 -2.25841 -0.09436 0.2931
S 2.47326 -0.27019 -0.06817 -0.0824
Cl -0.37973 1.56710 -0.08056 -0.1084
Cl -2.07395 -0.77647 -0.15745 -0.1639
```

---

No. 11
ORCA calculation (ωB97M-V/def2-TZVPD) on 2 unconnected molecules or ions with the total composition C2H2Cl2Si.

Summary:
total energy = -1287.19622 Eh
frontier orbital gap = 8.695 eV

Geometry as XYZ:
```
7
Properties=species:S:1:pos:R:3:mulliken_charge:R:1
C 1.83122 -1.23654 -1.09671 -0.1873
C 0.89888 -0.61389 -0.66252 -0.6491
Si -0.99186 0.86530 0.64640 0.7228
Cl -2.01124 1.07716 -1.03446 -0.0922
Cl -2.24255 0.20290 2.02546 -0.1352
H 2.52972 -1.95331 -1.42594 0.3547
H -0.01417 1.65838 1.54777 -0.0138
```

---

No. 12
ORCA calculation (ωB97M-V/def2-TZVPD) on 2 unconnected molecules or ions with the total composition C2H2Cl3NO.

Summary:
total energy = -1587.85043 Eh
structure (SMILES) = Cl/C=C\Cl.O=NCl
frontier orbital gap = 8.720 eV

Geometry as XYZ:
```
9
Properties=species:S:1:pos:R:3:mulliken_charge:R:1
C 0.56142 0.52215 -0.03881 -0.2199
C 0.10304 1.56881 -0.72394 -0.1464
N -0.90716 -0.73937 2.85893 0.2582
O -0.62246 -1.51283 2.01426 -0.2159
Cl 1.73039 0.51718 1.21552 -0.1364
Cl -0.19067 -0.81376 4.39489 -0.0392
Cl 0.48717 3.19583 -0.33803 -0.1577
H 0.37525 -0.56271 -0.30327 0.3026
H -0.61946 1.62613 -1.51738 0.3546
```

---

no.,strongest force on any atom (eV/Å)
1,4.9
2,4.9
3,2.9
4,3.3
5,3.9
6,3.5
7,5.4
8,1.8
9,1.9
10,5.6
11,4.1
12,4.0